No. 1
The following is a quantum chemistry calculation of a 2-piece molecular cluster, C5H11O2 overall, from the OMol25 dataset.

HOMO level = -3.88 eV
2S+1 = 1
total charge = -1
LUMO = 3.8 eV

Element x y z (Å)
1 C -1.17818 -0.36765 2.79431
2 C 0.21240 0.25872 2.49979
3 O 1.19893 -0.50820 2.47253
4 O 0.16526 1.48818 2.25631
5 H -1.15702 -1.15234 3.54534
6 H -1.62809 -0.74529 1.87020
7 H -1.89818 0.40796 3.05720
8 C 0.15735 0.25719 -1.24121
9 C 1.36300 -0.71673 -1.09908
10 C -0.37906 0.61480 -2.66089
11 H 0.38217 1.20109 -0.76385
12 H -0.64106 -0.23434 -0.69108
13 H 1.02935 -1.56022 -0.50389
14 H 1.81793 -0.98687 -2.05063
15 H 0.18530 0.13894 -3.46604
16 H 2.04363 -0.15947 -0.45690
17 H -0.24383 1.69214 -2.76099
18 H -1.42990 0.37212 -2.80110

Cartesian forces, eV/Å:
C -0.4 0.3 -0.3
C -0.4 0.2 -0.3
O -0.1 -0.1 0.1
O 0.3 0.0 0.0
H 0.1 -0.2 0.0
H 0.4 -0.4 -0.1
H 0.2 0.1 0.5
C -0.5 -0.7 -0.7
C -0.6 1.3 0.4
C 0.7 0.0 0.4
H 0.0 -0.1 0.4
H -0.2 0.4 0.2
H 0.3 -0.4 -0.2
H 0.1 -0.1 0.0
H 0.0 -0.1 0.0
H 0.5 -0.4 -0.1
H -0.2 0.0 -0.4
H -0.1 0.0 0.0

Here are the natural (NBO) charges for atoms 1 to 2, given in e: -0.74 0.76

No. 2
The following is a quantum chemistry calculation of C5H8N2S in the gas phase, from the OMol25 dataset.

HOMO level = -7.77 eV
structure (SMILES) = C=C/C=C\N/C=N/S
2S+1 = 1
LUMO = 0.8 eV

Element x y z (Å)
1 C 1.99710 0.03992 -0.32096
2 C -0.03670 0.91776 0.72942
3 C -1.36381 0.95801 1.09358
4 C -2.42594 0.06490 0.79785
5 C -2.67014 -0.50960 -0.40122
6 H 4.24895 -1.61872 -2.18825
7 H 2.47590 0.95891 -0.03341
8 H 0.33202 -1.01268 0.03126
9 H 0.63862 1.56600 1.24723
10 H -1.61813 1.84688 1.78610
11 H -3.13134 -0.17034 1.59894
12 H -2.12411 -0.32988 -1.28813
13 H -3.53062 -1.20755 -0.55216
14 N 2.47521 -0.91927 -1.01129
15 N 0.67354 -0.09043 0.11608
16 S 4.05945 -0.49392 -1.60504

Cartesian forces, eV/Å:
C -2.0 -1.2 0.1
C -1.6 -0.7 1.5
C 2.4 2.6 1.0
C -1.3 -1.6 -1.5
C -1.3 -0.7 1.3
H 0.3 -1.5 -0.8
H 0.3 0.5 -0.1
H -0.9 -0.8 -0.4
H 0.1 1.0 -0.2
H 0.5 -1.6 -1.2
H 0.2 0.2 -0.1
H 0.8 0.4 -0.6
H 0.8 0.7 0.4
N 1.0 1.1 -0.1
N 1.2 0.7 -0.3
S -0.6 1.0 0.9

Here are the natural (NBO) charges for atoms 1 to 2, given in e: 0.25 0.02

No. 3
The following is a quantum chemistry calculation of an isolated ion of composition C7H14NS and charge +1, from the OMol25 dataset.

HOMO level (spin up / spin down) = -11.83 / -11.83 eV
2S+1 = 1
total charge = +1
LUMO (spin up / spin down) = -4.7 / -4.7 eV

Element x y z (Å)
1 C 2.15818 1.45959 -0.06667
2 C 2.88350 0.38498 0.11206
3 C 0.68705 1.36896 -0.46038
4 C 0.15907 0.12804 0.11935
5 C -0.02867 0.16446 1.65651
6 C -1.02525 -1.96786 -0.36056
7 C -2.12386 0.06497 -0.67398
8 N -0.84927 -0.58355 -0.73672
9 S 2.28663 -1.10775 -0.09184
10 H 2.65547 2.38454 0.07211
11 H 3.90165 0.38315 0.41104
12 H 0.05311 2.17093 -0.23539
13 H 0.65114 1.41444 -1.55838
14 H 0.60637 -0.59018 2.09076
15 H -1.05425 0.11910 1.99660
16 H 0.25040 1.17418 2.22893
17 H -1.93944 -2.36180 -0.70233
18 H -0.33353 -2.58540 -0.79860
19 H -1.22279 -2.12550 0.69613
20 H -2.66433 -0.15773 -1.56871
21 H -2.77883 -0.16380 0.11680
22 H -1.98782 1.12611 -0.67826
23 H -0.28451 -0.69988 -1.56849

Cartesian forces, eV/Å:
C -0.7 1.6 0.4
C 0.7 1.4 0.1
C 1.7 -0.8 -1.6
C 2.5 -1.4 1.4
C 0.3 2.1 0.5
C -1.8 -0.9 1.9
C -0.9 2.1 -2.3
N 2.0 -1.0 2.4
S -4.3 -2.4 -0.2
H -0.1 1.0 0.0
H 1.0 0.5 0.1
H -0.5 1.6 1.2
H 0.0 -0.6 -0.2
H -0.2 -0.4 0.3
H -0.5 -0.8 -0.2
H 0.0 -1.9 -2.0
H -1.4 0.1 -1.2
H 2.3 -1.3 -0.4
H 1.0 0.3 0.3
H -0.4 -0.3 -0.7
H 0.0 -0.9 1.4
H 0.1 0.7 0.0
H -0.8 1.0 -1.3

Here are the natural (NBO) charges for atoms 1 to 2, given in e: -0.21 -0.43

The evaluated largest force on an atom for the records listed, in turn: 1.49, 3.64, 4.91 eV/Å.
The evaluated relative energy (zero: lowest compared OMol25 entry of this formula, charge and spin) for the records listed, in turn: 0.554, 2.595, 2.770 eV.